[1]
The following is a quantum chemistry calculation of 10 unconnected molecules or ions with the total composition C34H54O26S3 at a distorted geometry, from OMol25.

Positions of all 117 atoms, in Å:
C  1.91548  -2.51562  -4.78475
C  0.84118  -2.87943  -3.73984
O  1.54546  -3.25951  -2.58902
S  2.90061  -2.26465  -2.38049
O  4.06473  -3.06954  -2.17459
O  2.63097  -1.12486  -1.50201
O  2.78354  -1.71943  -3.96965
H  1.61661  -1.89485  -5.62939
H  2.60091  -3.28612  -5.13778
H  0.16556  -3.67110  -4.06372
H  0.10084  -2.11076  -3.51818
C  -1.10454  0.61268  0.62666
C  -0.24271  0.24433  -0.54962
O  0.11214  -1.04400  -0.32979
S  0.22662  -1.47166  1.20368
O  1.63128  -1.38206  1.64872
O  -0.38252  -2.82646  1.30065
O  -0.73295  -0.23782  1.67789
H  -2.13239  0.27740  0.48804
H  -1.30947  1.63742  0.93652
H  0.61790  0.91205  -0.58950
H  -0.83021  0.29953  -1.46609
C  -0.63063  5.72334  -4.84720
C  -0.09729  4.70663  -5.94574
O  -0.14107  3.43007  -5.36409
S  -1.43143  3.36358  -4.36518
O  -1.03671  2.52819  -3.18033
O  -2.55842  3.05260  -5.20057
O  -1.37410  4.97217  -3.96290
H  -1.16070  6.51945  -5.37001
H  0.19354  6.10297  -4.24327
H  0.89298  4.86785  -6.37175
H  -0.83057  4.68620  -6.75196
O  -3.47902  3.92466  -0.92554
C  -4.03408  2.97437  -1.39983
O  -3.80204  1.80133  -0.84640
C  -4.55455  0.91086  -1.66445
C  -5.77863  1.60395  -2.23730
C  -5.12624  2.95696  -2.47292
H  -4.96062  0.00105  -1.22236
H  -3.70395  0.68280  -2.30677
H  -6.60800  1.65908  -1.53216
H  -6.09040  1.17634  -3.19022
H  -5.88077  3.73274  -2.34275
H  -4.43029  3.06777  -3.30448
O  5.12556  4.12318  -3.84456
C  4.44510  3.23174  -3.36738
O  3.80886  3.26883  -2.21747
C  3.07646  2.04313  -1.99986
C  2.71486  1.57732  -3.38239
C  3.96364  1.95189  -4.08856
H  2.13201  2.05526  -1.45583
H  3.67324  1.31204  -1.45446
H  1.84072  2.14765  -3.69655
H  2.18401  0.62553  -3.40207
H  3.97252  2.06191  -5.17295
H  4.70509  1.15968  -3.98487
O  0.98761  2.82148  1.35310
C  0.54325  3.95110  1.50815
O  0.10724  4.73784  0.50294
C  -0.29331  6.00502  0.92352
C  -1.06518  5.61050  2.17476
C  0.06958  4.71788  2.72452
H  -0.93513  6.39717  0.13460
H  0.51552  6.72923  1.02049
H  -2.04117  5.15577  2.00516
H  -1.24599  6.53932  2.71578
H  -0.42319  4.04448  3.42580
H  0.80747  5.39852  3.14920
O  3.79629  0.09844  5.98459
C  2.69526  0.52443  5.56481
O  1.93120  1.45856  6.36293
C  0.81374  1.83925  5.47848
C  0.72152  0.91390  4.40489
C  2.02416  0.26288  4.28202
H  0.88884  2.90238  5.24999
H  -0.16268  1.72283  5.94875
H  0.49583  1.29414  3.40861
H  -0.03205  0.14660  4.58233
H  2.69048  0.82210  3.62522
H  1.96891  -0.81667  4.14190
O  5.89809  -2.44130  3.44813
C  4.99408  -3.26783  3.31725
O  3.66927  -2.90648  3.46229
C  2.76781  -3.99273  3.01153
C  3.75749  -4.92060  2.21741
C  5.14582  -4.72402  2.99614
H  2.02315  -3.57314  2.33511
H  2.39434  -4.42483  3.93992
H  3.87307  -4.73423  1.14970
H  3.39056  -5.94630  2.18002
H  6.06052  -4.96809  2.45591
H  5.19630  -5.38315  3.86280
O  -3.39909  -1.39214  -3.26386
C  -3.07374  -2.47316  -2.77477
O  -1.97374  -2.70355  -2.02715
C  -2.04658  -3.95673  -1.30875
C  -2.92848  -4.81768  -2.30327
C  -3.87386  -3.81435  -2.86508
H  -2.32809  -3.90351  -0.25707
H  -0.99613  -4.24147  -1.24893
H  -3.54239  -5.65500  -1.97143
H  -2.28724  -5.25050  -3.07112
H  -4.81975  -3.65714  -2.34674
H  -4.25083  -4.08743  -3.85069
O  -0.83053  -1.88748  6.95817
C  -1.10836  -2.88861  6.30178
O  -0.18546  -3.51567  5.60637
C  -0.81185  -4.41713  4.63940
C  -2.31914  -4.14691  4.74081
C  -2.54065  -3.37374  6.06175
H  -0.48160  -5.41207  4.93796
H  -0.54064  -4.33906  3.58657
H  -2.95473  -5.02994  4.67466
H  -2.63054  -3.73632  3.78032
H  -2.98857  -4.00566  6.82866
H  -3.15498  -2.51806  5.78156

Cartesian forces, eV/Å:
0.432 0.307 1.108
-0.929 -0.327 -1.532
1.872 0.636 1.242
-1.693 1.366 -1.022
-1.135 0.401 -0.248
0.476 -2.417 -1.907
1.106 0.620 2.129
-0.304 -0.002 0.269
-0.839 -0.759 -0.134
0.539 -0.661 0.104
0.569 0.777 -0.015
-3.044 -0.250 -0.440
-0.459 3.048 -0.406
0.811 -3.182 0.446
1.399 -1.416 -0.589
-3.555 0.360 -0.589
0.746 3.372 0.246
2.240 -1.993 2.229
-0.229 -0.021 -0.869
1.300 0.080 0.055
0.171 -0.121 -0.163
0.184 0.063 -0.058
2.521 -0.161 -1.594
-1.019 0.945 -0.355
-0.444 -0.703 1.692
2.374 -1.285 1.815
-1.679 2.670 -3.611
0.387 0.387 1.259
-1.862 -2.668 0.649
-0.330 -0.076 0.413
0.088 0.370 -0.304
-0.053 0.187 0.446
0.063 0.255 -0.287
0.379 0.993 -0.590
-0.665 2.581 2.036
-1.404 -0.796 0.724
0.080 -2.543 -0.642
1.735 0.602 -1.303
0.369 0.199 1.252
0.960 -0.042 0.908
-1.217 -0.889 -1.267
0.137 -0.007 0.000
-0.134 -0.350 0.263
0.792 0.554 -0.252
-0.978 -0.144 -1.043
-0.704 -1.222 1.190
-0.105 0.116 -2.693
-0.562 0.424 2.016
-0.753 -1.278 0.195
-1.596 0.452 0.144
1.438 -0.598 -1.450
0.336 1.433 0.485
0.478 0.175 -0.129
0.228 0.953 -0.260
1.317 -0.676 -0.032
-0.434 0.492 0.043
0.308 -0.069 0.492
-0.546 2.221 0.309
-0.818 -0.675 -0.199
2.224 -1.647 -2.395
-2.394 0.230 -0.785
1.392 1.894 -0.001
-1.714 -0.468 1.444
-0.040 -0.073 -0.071
0.289 -0.282 0.536
0.379 -0.356 -0.359
0.056 -0.258 0.682
0.952 -0.185 0.482
0.228 -0.518 0.256
-4.160 1.602 -1.466
3.680 -0.322 4.222
-0.006 -1.357 -2.571
-0.675 2.078 3.159
-1.180 -2.031 -3.645
1.633 -0.599 0.452
0.467 -0.028 -0.281
0.306 0.392 1.147
-0.377 0.597 0.229
-0.112 0.027 0.246
0.000 -0.605 -0.787
0.511 0.263 -0.533
-2.185 -1.945 -0.296
1.557 2.496 1.027
0.429 -0.715 -0.684
2.522 0.306 -0.697
0.437 -0.870 0.969
-1.803 -0.636 -1.183
-0.066 0.024 0.528
-0.317 -0.267 -0.340
-0.064 0.938 0.121
0.102 -0.210 0.555
-0.248 0.439 -0.347
-0.341 0.386 0.391
1.331 -2.310 1.093
-1.742 0.573 -1.197
-0.628 1.076 0.418
0.501 -1.267 -1.343
0.232 -0.458 1.042
-0.056 1.581 -0.736
-0.750 0.622 -0.253
-0.102 -0.463 -0.214
0.519 -0.069 0.885
0.119 0.294 -0.108
0.181 -0.119 0.704
0.519 0.451 -0.347
-0.385 -1.942 -0.772
-0.656 3.500 2.091
0.145 -0.887 -1.840
-0.381 -1.027 0.674
-0.539 -1.314 -0.370
0.682 -0.141 -2.281
-0.300 -0.132 0.155
0.788 0.915 0.303
0.435 -0.595 0.545
0.018 1.286 0.405
0.265 0.319 0.104
-0.029 0.100 0.860

Output
HOMO, hartree: -0.3308
Structure (SMILES): O=S1(=O)OCCO1.O=S1(=O)OCCO1.O=S1(=O)OCCO1.O=C1CCCO1.O=C1CCCO1.O=C1CCCO1.O=C1CCCO1.O=C1CCCO1.O=C1CCCO1.O=C1CCCO1
Calculated total energy, eV: -121866.9642
Net charge: 0
ΔE to the lowest compared entry with this formula, charge and spin, eV: 5.066
Kohn-Sham gap, eV: 9.0

Atom charges from the Mulliken analysis, given in e for atoms 1 to 6: -0.3649 0.0398 -0.2638 0.7781 -0.5784 -0.1664

[2]
The following is a quantum chemistry calculation of a single C20H21N7O2S molecule at a distorted geometry, from OMol25.

Positions of all 51 atoms, in Å:
C  3.79762  4.52467  0.97800
C  3.56500  3.10855  0.57329
N  2.97474  2.32154  1.42731
C  2.77009  1.05960  1.07277
N  2.21002  0.10101  1.76130
N  2.21544  -1.00357  1.01611
C  2.76721  -0.74670  -0.14100
N  3.16241  0.56020  -0.19845
C  3.77957  1.37073  -1.10202
C  3.98669  2.66059  -0.71158
H  4.47220  3.35197  -1.38040
C  4.17953  0.81894  -2.42422
H  4.69484  1.57715  -3.00650
H  3.30158  0.48100  -2.97366
H  4.83289  -0.04292  -2.29499
S  2.88858  -1.89256  -1.44764
C  2.06325  -3.32218  -0.69438
C  0.76518  -3.00040  0.04416
O  0.44757  -3.65069  1.01508
N  0.04037  -2.00937  -0.50958
C  -1.01500  -1.29736  0.05908
C  -1.37053  -1.07352  1.35852
N  -2.50946  -0.30093  1.37494
N  -2.78157  0.08380  0.06304
C  -1.89135  -0.53870  -0.80356
O  -1.87443  -0.42874  -2.02024
C  -4.02620  0.61067  -0.30050
C  -4.11995  1.41061  -1.43576
C  -5.34717  1.92362  -1.81143
C  -6.47981  1.66129  -1.05852
C  -6.38546  0.86021  0.06709
C  -5.16778  0.32703  0.44590
H  -5.10183  -0.32317  1.30504
H  -7.26719  0.63804  0.64988
H  -7.43414  2.07166  -1.35208
H  -5.41741  2.53839  -2.69623
H  -3.23670  1.60068  -2.02225
C  -2.76279  0.65219  2.43401
H  -1.83858  1.13558  2.76083
H  -3.45053  1.41237  2.06946
H  -3.22134  0.14747  3.28512
C  -0.71116  -1.48945  2.61526
H  0.17371  -0.87395  2.78451
H  -1.38364  -1.40297  3.46294
H  -0.36218  -2.51613  2.51678
H  0.26362  -1.68805  -1.44481
H  1.87404  -4.00777  -1.52252
H  2.74730  -3.79127  0.01266
H  3.41915  4.68166  1.98301
H  3.29198  5.19908  0.28877
H  4.86214  4.75156  0.95048

Cartesian forces, eV/Å:
-0.001 0.037 0.015
-0.169 -0.178 0.271
0.133 0.888 0.319
0.058 -0.743 -0.707
-0.044 0.899 0.836
0.360 -0.591 -0.741
-0.018 -0.459 0.045
-0.464 0.006 1.063
0.311 0.768 -0.219
-0.055 -0.509 -0.220
0.053 0.009 -0.122
-0.035 -0.073 -0.016
0.008 0.017 0.000
-0.021 0.015 -0.075
0.084 -0.010 -0.037
0.083 -0.257 -0.501
0.261 0.244 0.243
0.045 -0.285 -0.304
-0.035 -0.145 0.076
-0.454 0.225 -0.453
-0.208 0.078 0.456
0.024 -0.223 -0.657
-0.360 -0.486 -0.080
0.471 0.148 0.080
0.263 -0.003 0.301
-0.013 -0.107 -0.266
-0.451 0.044 -0.057
0.135 -0.038 0.023
-0.045 -0.007 0.040
-0.107 0.013 -0.023
-0.058 0.059 -0.014
0.151 -0.063 -0.019
0.036 -0.052 0.070
-0.064 -0.018 0.047
-0.081 0.035 -0.025
0.009 0.049 -0.074
0.081 0.022 -0.023
0.122 0.306 0.205
-0.033 0.056 -0.010
0.037 -0.062 0.058
0.006 0.060 -0.037
0.092 0.021 0.155
-0.003 0.060 0.087
-0.058 0.025 0.099
-0.077 0.070 0.050
0.153 -0.067 0.160
0.019 0.030 0.023
-0.209 -0.017 -0.011
-0.003 0.028 0.023
-0.006 0.102 -0.044
0.080 0.079 -0.009

Output
HOMO, hartree: -0.2793
Structure (SMILES): Cc1cc(C)n2c(SCC(=O)Nc3c(C)n(C)n(-c4ccccc4)c3=O)nnc2n1
Calculated total energy, eV: -46441.5493
Net charge: 0
ΔE to the lowest compared entry with this formula, charge and spin, eV: 0.095
Kohn-Sham gap, eV: 7.8

Atom charges from the natural (NBO) analysis, given in e for atoms 1 to 6: -0.6497 0.2771 -0.4232 0.4573 -0.2919 -0.2851

[3]
The following is a quantum chemistry calculation of a single C7H10O3 molecule at a distorted geometry, from OMol25.

Positions of all 20 atoms, in Å:
C  -0.56503  -1.56794  -0.47479
C  0.29696  -2.28099  0.19911
C  -1.04699  -0.11070  -0.55943
C  2.07940  -0.28761  0.66432
C  -0.28611  0.60698  0.52299
C  1.15851  0.56557  0.08985
C  -2.48820  -0.05349  -0.03077
O  3.40410  -0.31862  0.25899
O  -0.66626  1.98497  0.67897
O  1.47091  1.37672  -0.98724
H  -0.89172  -2.23513  -1.22986
H  -1.02030  0.16309  -1.61702
H  1.76131  -1.00599  1.43476
H  -0.34478  0.19823  1.45817
H  -2.42403  -0.22440  1.06561
H  -3.21757  -0.74331  -0.51283
H  -2.93968  1.02161  -0.11469
H  3.87094  -0.89393  0.84272
H  -0.40845  2.55278  -0.19502
H  2.25699  1.25215  -1.49383

Cartesian forces, eV/Å:
0.851 0.848 0.822
-0.691 0.440 -0.706
-1.907 -2.207 1.170
-1.476 1.626 -0.518
2.946 3.520 -4.176
3.466 -1.602 0.921
-1.740 1.489 0.040
-1.285 0.515 -0.612
0.430 1.643 -2.747
-2.160 0.637 0.882
-0.790 -1.162 -0.853
0.563 0.697 0.399
0.291 0.610 -0.215
-0.590 -1.431 2.224
-0.429 -0.258 -0.712
0.658 0.338 0.375
0.968 -1.877 -0.052
0.547 -0.610 0.512
-0.710 -2.392 3.055
1.058 -0.825 0.191

Output
HOMO, hartree: -0.2996
Calculated total energy, eV: -13557.7111
Net charge: 0
ΔE to the lowest compared entry with this formula, charge and spin, eV: 5.605
Kohn-Sham gap, eV: 8.2

Atom charges from the natural (NBO) analysis, given in e for atoms 1 to 6: -0.5789 0.1723 -0.2600 0.0389 0.0575 0.2325

[4]
The following is a quantum chemistry calculation of 2 unconnected molecules or ions with the total composition C4H11N3O at a distorted geometry, from OMol25.

Positions of all 19 atoms, in Å:
C  -0.08325  2.15992  0.67196
C  1.37383  0.13918  0.07670
C  0.24293  1.05527  -0.29178
N  1.54812  -1.09525  -0.48332
C  -0.44486  0.88602  -1.43030
N  2.21568  0.51635  0.98210
H  1.08192  -1.26185  -1.36700
H  2.50605  -1.42471  -0.50482
H  2.90095  -0.22211  1.15017
H  -0.70096  2.93321  0.20206
H  -0.63914  1.75760  1.52552
H  0.81673  2.65770  1.04484
H  -0.23730  0.10472  -2.15055
H  -1.26990  1.54802  -1.67956
N  -2.15538  -2.05369  -0.00164
O  -1.27774  -1.81692  1.13588
H  -0.39881  -1.68818  0.71806
H  -2.64578  -2.90120  0.29552
H  -2.83305  -1.29412  0.10616

Cartesian forces, eV/Å:
0.003 0.290 0.099
1.571 1.144 1.596
-0.167 -0.432 -0.698
-0.827 -0.985 -1.483
0.203 0.087 0.468
-0.911 0.351 -0.277
-0.003 -0.063 0.162
-0.274 0.094 0.123
-0.013 0.168 -0.001
0.013 -0.295 -0.054
0.192 0.053 -0.010
-0.090 -0.309 0.005
0.021 -0.037 0.072
0.165 -0.041 0.026
0.084 0.162 0.867
0.558 0.052 -0.712
-0.661 -0.194 0.282
0.055 0.229 -0.249
0.080 -0.274 -0.217

Output
HOMO (alpha / beta), hartree: -0.3430 / -0.3430
Structure (SMILES): [H]/N=C(\N)C(=C)C.NO
Calculated total energy, eV: -10842.0050
Net charge: 0
ΔE to the lowest compared entry with this formula, charge and spin, eV: 3.206
Kohn-Sham gap (alpha / beta), eV: 10.2 / 10.1

Atom charges from the natural (NBO) analysis, given in e for atoms 1 to 6: -0.6397 0.3933 -0.0418 -0.8349 -0.3643 -0.6837